This record from OMol25 describes an isolated molecule of C18H24N4O5 in a non-equilibrium geometry. The level of theory is the ωB97M-V functional and the def2-TZVPD basis.

Summary:
SMILES = COc1ccc(CNC(=O)CCCn2nc(C)c([N+](=O)[O-])c2C)cc1OC
frontier orbital gap = 0.313 hartree
LUMO energy = 0.422 eV

CARTESIAN COORDINATES (ANGSTROEM)
C: 2.700 3.341 4.608
O: 1.871 2.244 4.295
C: 1.905 1.652 3.069
C: 0.881 0.735 2.854
C: 0.765 0.027 1.674
C: 1.693 0.220 0.664
C: 1.610 -0.528 -0.640
N: 0.941 -1.799 -0.490
C: 0.044 -2.265 -1.379
O: -0.205 -1.701 -2.425
C: -0.596 -3.588 -0.968
C: -1.891 -3.844 -1.736
C: -3.061 -3.024 -1.184
N: -2.837 -1.606 -1.259
N: -2.512 -0.941 -0.136
C: -2.340 0.320 -0.466
C: -2.018 1.373 0.522
C: -2.560 0.469 -1.864
N: -2.480 1.655 -2.601
O: -2.068 2.653 -2.032
O: -2.836 1.641 -3.768
C: -2.881 -0.810 -2.334
C: -3.172 -1.275 -3.706
C: 2.722 1.131 0.866
C: 2.850 1.854 2.044
O: 3.867 2.749 2.260
C: 4.765 3.023 1.213
H: 3.754 3.058 4.638
H: 2.566 4.162 3.901
H: 2.381 3.662 5.600
H: 0.167 0.600 3.651
H: -0.061 -0.654 1.538
H: 2.618 -0.678 -1.048
H: 1.035 0.042 -1.380
H: 1.131 -2.314 0.355
H: 0.123 -4.380 -1.190
H: -0.784 -3.585 0.107
H: -2.159 -4.899 -1.673
H: -1.725 -3.588 -2.783
H: -3.976 -3.272 -1.732
H: -3.210 -3.248 -0.125
H: -2.701 2.213 0.403
H: -1.010 1.750 0.356
H: -2.093 0.972 1.527
H: -2.239 -1.591 -4.172
H: -3.578 -0.455 -4.292
H: -3.867 -2.113 -3.702
H: 3.439 1.272 0.072
H: 4.248 3.406 0.328
H: 5.352 2.140 0.942
H: 5.433 3.792 1.600



This record from OMol25 describes a structure of composition C18H24N5PdS2Se. The level of theory is the ωB97M-V functional and the def2-TZVPD basis.

Summary:
⟨S²⟩ = 6.0582
spin multiplicity = 5
frontier orbital gap (alpha / beta) = 0.320 / 0.157 hartree
LUMO energy (alpha / beta) = -2.931 / -6.986 eV
charge = +1

CARTESIAN COORDINATES (ANGSTROEM)
Pd: -1.344 0.103 0.649
S: -3.698 0.411 1.360
C: -3.696 -1.271 1.808
S: -2.039 -1.787 1.969
C: -4.784 -2.041 2.023
C: -4.622 -3.398 2.459
N: -4.492 -4.484 2.813
C: -6.095 -1.517 1.772
N: -7.133 -1.088 1.527
C: 0.781 0.564 -2.937
N: 0.004 -0.589 -2.470
C: 0.542 -1.189 -1.271
C: -1.374 -0.374 -2.479
N: -2.031 -0.219 -1.355
N: -1.952 -0.296 -3.686
C: -3.350 0.099 -3.797
C: -1.339 -0.818 -4.905
H: 0.698 1.410 -2.244
H: 0.439 0.882 -3.919
H: 1.827 0.274 -3.016
H: 1.586 -1.450 -1.437
H: -0.011 -2.087 -1.008
H: 0.526 -0.502 -0.400
H: -3.032 -0.162 -1.483
H: -3.562 0.950 -3.150
H: -4.024 -0.725 -3.551
H: -3.543 0.408 -4.821
H: -0.378 -1.264 -4.677
H: -1.211 -0.017 -5.635
H: -1.990 -1.580 -5.335
C: 5.673 0.431 2.348
C: 4.203 0.737 2.294
C: 3.287 -0.035 3.006
C: 1.928 0.220 2.974
C: 0.993 -0.621 3.797
C: 1.483 1.303 2.189
Se: -0.357 1.728 2.172
C: 2.379 2.115 1.469
C: 1.949 3.271 0.606
C: 3.728 1.798 1.533
H: 5.909 -0.249 3.164
H: 6.255 1.343 2.478
H: 6.002 -0.035 1.417
H: 3.647 -0.854 3.619
H: 1.541 -1.401 4.320
H: 0.235 -1.101 3.176
H: 0.467 -0.026 4.546
H: 0.928 3.596 0.797
H: 2.015 3.003 -0.451
H: 2.605 4.126 0.765
H: 4.431 2.409 0.977



This record from OMol25 describes an isolated molecule of C18H24N6O2S. The level of theory is the ωB97M-V functional and the def2-TZVPD basis.

Summary:
SMILES = Cn1c(SCC(N)=O)nnc1C1CCN(C(=O)NCc2ccccc2)CC1
frontier orbital gap = 0.338 hartree
LUMO energy = 0.637 eV

CARTESIAN COORDINATES (ANGSTROEM)
C: -2.509 -0.928 -2.214
N: -1.853 0.045 -1.388
C: -1.714 -0.059 -0.033
S: -2.345 -1.404 0.874
C: -2.640 -0.636 2.502
C: -1.397 -0.596 3.391
N: -0.578 0.428 3.113
O: -1.234 -1.388 4.293
N: -1.065 0.971 0.441
N: -0.750 1.758 -0.597
C: -1.198 1.207 -1.695
C: -1.053 1.884 -3.023
C: -0.787 0.972 -4.231
C: 0.709 0.617 -4.304
N: 1.344 0.744 -3.010
C: 1.185 -0.323 -2.152
O: 0.545 -1.316 -2.460
N: 1.828 -0.205 -0.956
C: 1.811 -1.303 -0.018
C: 2.074 -0.891 1.406
C: 2.385 0.409 1.778
C: 2.669 0.711 3.101
C: 2.634 -0.278 4.069
C: 2.302 -1.575 3.709
C: 2.030 -1.876 2.388
C: 1.405 2.120 -2.553
C: 0.114 2.878 -2.925
H: -3.124 -0.431 -2.964
H: -1.762 -1.570 -2.685
H: -3.145 -1.541 -1.575
H: -3.031 0.365 2.325
H: -3.394 -1.270 2.968
H: 0.299 0.471 3.608
H: -0.651 0.903 2.211
H: -1.986 2.436 -3.201
H: -1.374 0.061 -4.178
H: -1.078 1.505 -5.138
H: 1.236 1.288 -4.987
H: 0.841 -0.410 -4.646
H: 2.616 0.418 -0.901
H: 2.550 -2.069 -0.304
H: 0.824 -1.772 -0.096
H: 2.390 1.204 1.048
H: 2.916 1.728 3.373
H: 2.855 -0.040 5.099
H: 2.252 -2.349 4.458
H: 1.776 -2.888 2.109
H: 2.274 2.611 -3.007
H: 1.512 2.133 -1.470
H: -0.093 3.624 -2.161
H: 0.223 3.379 -3.888